Record 1
Here is 8 unconnected molecules or ions with the total composition C26H44O14 at a distorted geometry from OMol25. Energies are from wB97M-V/def2-TZVPD.

Each line ends with the Mulliken charge.
Cartesian coordinates (Å):
C -3.682 15.560 6.367  -0.606
O -5.060 15.608 6.112  -0.321
H -3.316 14.998 5.508  0.267
H -3.266 16.560 6.494  0.349
H -3.438 14.955 7.239  0.051
H -5.321 16.526 6.003  0.219
C -7.634 13.999 7.083  -0.534
O -8.598 13.118 7.472  -0.360
H -7.953 15.041 7.064  0.269
H -6.762 14.079 7.732  0.285
H -7.227 13.760 6.101  0.231
H -9.042 13.442 8.259  -0.239
O -5.423 11.804 10.987  -0.554
C -4.387 11.909 10.379  0.440
O -3.214 11.695 11.026  -0.407
C -2.096 11.824 10.146  -0.528
C -2.662 11.846 8.718  -0.554
C -4.108 12.139 8.946  0.847
H -1.329 11.067 10.309  0.350
H -1.616 12.780 10.355  0.250
H -2.436 10.849 8.340  0.284
H -2.131 12.568 8.098  0.289
H -4.748 11.615 8.237  0.107
H -4.269 13.198 8.748  -0.539
O -12.758 11.436 9.900  -0.650
C -12.580 12.493 9.270  0.584
O -12.191 12.497 7.960  -0.392
C -11.980 13.843 7.501  0.510
C -12.838 14.669 8.465  -0.546
C -12.649 13.950 9.718  0.149
H -12.237 13.993 6.452  0.347
H -10.905 13.990 7.602  -0.432
H -13.852 14.792 8.082  0.311
H -12.471 15.683 8.622  0.311
H -13.439 14.203 10.425  0.381
H -11.709 14.177 10.221  -0.380
O -3.556 16.465 9.861  -0.640
C -4.695 16.906 9.598  0.321
O -5.811 16.086 9.446  0.039
C -6.917 16.892 9.012  0.350
C -6.687 18.292 9.498  -0.866
C -5.160 18.389 9.477  -0.430
H -7.860 16.499 9.392  -0.017
H -6.947 16.853 7.923  -0.055
H -6.938 18.425 10.551  0.288
H -7.249 19.093 9.017  0.440
H -4.857 18.905 10.388  0.311
H -4.791 18.904 8.590  0.263
O -8.247 17.194 2.792  -0.650
C -8.306 16.058 3.262  0.590
O -9.403 15.418 3.555  -0.369
C -9.205 14.046 3.843  0.283
C -7.846 13.815 3.199  -0.615
C -7.131 15.114 3.507  0.231
H -9.961 13.442 3.341  0.287
H -9.270 13.926 4.924  -0.242
H -7.854 13.665 2.120  0.307
H -7.391 12.977 3.728  0.345
H -6.405 15.499 2.792  0.274
H -6.844 15.222 4.553  -0.297
O -9.500 14.807 9.744  -0.585
C -9.038 14.604 10.864  0.199
O -9.494 15.287 11.862  -0.406
C -8.659 15.104 13.019  -0.583
C -7.370 14.371 12.471  -0.623
C -7.816 13.782 11.229  1.054
H -9.113 14.568 13.853  0.311
H -8.325 16.075 13.385  0.336
H -7.008 13.539 13.075  0.344
H -6.565 15.094 12.336  0.203
H -8.110 12.735 11.302  0.383
H -7.064 13.929 10.453  -0.578
O -10.017 7.768 7.731  -0.640
C -9.082 8.566 7.872  0.277
O -7.853 8.252 7.476  -0.371
C -6.847 9.179 7.910  -0.513
C -7.611 10.043 8.929  0.472
C -9.047 9.947 8.507  0.004
H -6.486 9.744 7.051  0.310
H -6.003 8.686 8.392  0.287
H -7.180 11.044 8.923  -0.353
H -7.406 9.609 9.908  0.263
H -9.452 10.527 7.678  -0.110
H -9.693 9.950 9.386  0.383

Output
* structure (SMILES): O=C1CCCO1.O=C1CCCO1.O=C1CCCO1.O=C1CCCO1.O=C1CCCO1.O=C1CCCO1.CO.CO
* largest force on an atom: 4.43 eV/Å
* energy above the lowest of the compared OMol25 structures with the same formula, charge and spin: 30.1 kcal per mole
* E: -2070.43650 a.u.
* orbital gap: 9.64 eV
* HOMO level: -0.350 hartree

Record 2
Here is a molecular structure, C26H45CoN3P2 at a distorted geometry from OMol25. Energies are from wB97M-V/def2-TZVPD.

Each line ends with the Mulliken charge.
Cartesian coordinates (Å):
Co 0.354 0.257 0.667  0.403
C 2.338 0.814 -0.164  0.509
C 1.571 1.431 -1.203  1.087
C 0.875 2.324 0.808  0.380
C 1.993 1.455 1.073  0.318
C 0.677 2.353 -0.614  1.020
C 3.559 -0.004 -0.361  -1.624
H 3.436 -0.727 -1.176  0.309
H 3.832 -0.553 0.548  0.320
H 4.424 0.629 -0.622  0.326
C 2.825 1.494 2.300  -1.280
H 3.532 0.663 2.333  0.447
H 2.196 1.441 3.191  0.015
H 3.407 2.425 2.368  0.340
C 0.287 3.262 1.798  -1.572
H 0.724 4.268 1.727  0.362
H 0.452 2.906 2.820  0.251
H -0.794 3.355 1.647  0.303
C -0.154 3.336 -1.339  -1.700
H 0.467 4.122 -1.800  0.364
H -0.863 3.839 -0.671  0.478
H -0.720 2.858 -2.150  0.304
C 1.870 1.317 -2.638  -1.669
H 2.694 1.988 -2.926  0.361
H 1.000 1.592 -3.240  0.512
H 2.164 0.299 -2.916  0.228
C -0.823 -2.028 -1.600  0.392
C 0.286 -1.604 -2.219  1.197
C 0.401 -1.599 -3.716  -1.718
C -0.294 -0.420 -4.460  -1.672
C -1.168 0.475 -3.626  -0.376
C -2.299 0.013 -3.065  -0.584
C -2.754 -1.412 -3.224  -0.977
C -2.027 -2.495 -2.373  -2.155
H 0.001 -2.538 -4.140  0.421
H -0.883 -0.862 -5.281  0.593
H 1.470 -1.595 -3.987  0.505
H -1.751 -3.311 -3.065  0.577
H -0.871 -2.161 -0.515  0.270
H 1.200 -1.357 -1.667  0.083
H -2.756 -2.942 -1.680  0.443
H -3.827 -1.446 -2.975  0.442
H -3.053 0.683 -2.642  0.831
H -2.683 -1.721 -4.281  0.349
H 0.483 0.186 -4.948  0.306
H -0.950 1.544 -3.677  1.189
P 1.024 -1.934 1.561  1.058
C 2.313 -1.882 2.869  -1.155
H 2.463 -2.900 3.260  0.573
H 1.999 -1.230 3.694  0.222
H 3.262 -1.506 2.467  0.281
C -0.313 -2.892 2.363  -1.152
H 0.128 -3.722 2.934  0.547
H -1.007 -3.299 1.619  0.350
H -0.869 -2.244 3.053  0.235
C 1.783 -3.071 0.359  -1.203
H 1.077 -3.282 -0.449  0.266
H 2.074 -4.004 0.857  0.558
H 2.671 -2.602 -0.082  0.262
P -2.100 0.426 1.060  1.466
C -2.742 1.655 -0.115  -0.950
H -3.834 1.572 -0.179  0.639
H -2.308 1.465 -1.102  -0.608
H -2.474 2.671 0.193  0.363
C -3.031 -1.084 0.648  -1.063
H -2.954 -1.295 -0.423  -0.105
H -4.088 -0.958 0.918  0.571
H -2.621 -1.936 1.202  0.251
C -2.863 0.982 2.633  -1.550
H -3.940 1.152 2.501  0.515
H -2.397 1.915 2.972  0.334
H -2.715 0.228 3.414  0.400
N -0.015 0.186 2.961  -0.293
C 0.039 0.500 4.108  0.349
N -0.058 0.706 5.356  -0.866
C 0.566 1.550 6.133  0.343
N 1.081 2.280 6.900  -0.545

Output
* spin multiplicity: 5
* largest force on an atom: 2.96 eV/Å
* E: -3247.10643 a.u.
* net charge: +1
* orbital gap (alpha / beta): 8.66 / 5.47 eV
* HOMO level (alpha / beta): -0.390 / -0.394 hartree

Record 3
Here is a molecular structure, C26H45F3LaO2P2 at a distorted geometry from OMol25. Energies are from wB97M-V/def2-TZVPD.

Each line ends with the Mulliken charge.
Cartesian coordinates (Å):
La -0.250 -0.260 -0.355  0.588
C -2.355 1.773 0.625  0.155
C -2.830 0.891 -0.382  1.199
C -2.551 -0.308 1.569  0.768
C -2.238 1.043 1.831  0.851
C -2.886 -0.431 0.187  -0.803
C -2.154 3.242 0.511  -1.625
H -1.854 3.543 -0.495  0.299
H -1.367 3.577 1.195  0.301
H -3.061 3.809 0.770  0.335
C -2.062 1.637 3.176  -1.222
H -1.668 2.661 3.131  0.422
H -1.369 1.051 3.765  0.020
H -3.014 1.664 3.723  0.293
C -2.655 -1.383 2.581  -1.501
H -3.684 -1.444 2.965  0.322
H -1.995 -1.200 3.431  0.273
H -2.396 -2.367 2.181  0.235
C -3.219 -1.710 -0.506  -1.051
H -4.305 -1.821 -0.677  0.321
H -2.879 -2.581 0.066  0.180
H -2.741 -1.784 -1.492  0.234
C -3.285 1.316 -1.743  -1.344
H -4.287 1.778 -1.698  0.390
H -3.356 0.469 -2.432  0.471
H -2.603 2.067 -2.162  0.223
C 1.552 0.531 -1.879  0.304
C 0.437 1.362 -2.077  -0.113
C -0.129 1.574 -3.478  -1.395
C -1.048 0.469 -4.056  -1.720
C -1.161 -0.771 -3.215  -0.101
C -0.091 -1.566 -2.997  -0.495
C 1.231 -1.315 -3.697  -1.602
C 2.149 -0.268 -3.024  -1.207
H 0.697 1.731 -4.197  0.439
H -0.708 0.245 -5.084  0.636
H -0.691 2.518 -3.480  0.597
H 2.522 0.420 -3.799  0.511
H 2.263 0.786 -1.072  0.132
H 0.287 2.217 -1.393  0.788
H 3.049 -0.780 -2.651  0.461
H 1.776 -2.267 -3.767  0.589
H -0.203 -2.551 -2.525  0.627
H 1.092 -1.016 -4.752  0.397
H -2.054 0.887 -4.197  0.340
H -2.178 -1.118 -3.026  1.015
P 1.956 2.396 1.056  1.121
C 1.666 3.066 2.736  -1.253
H 2.421 3.832 2.931  0.495
H 1.746 2.260 3.471  0.303
H 0.661 3.502 2.772  0.245
C 3.647 1.748 1.235  -1.220
H 4.276 2.547 1.649  0.477
H 4.021 1.422 0.258  0.383
H 3.616 0.885 1.915  0.232
C 2.237 3.901 0.073  -1.518
H 2.565 3.608 -0.935  0.370
H 3.007 4.511 0.560  0.496
H 1.299 4.459 -0.003  0.357
P 1.130 -2.991 0.072  0.894
C -0.025 -4.283 -0.508  -1.350
H 0.557 -5.161 -0.821  0.458
H -0.634 -3.932 -1.345  0.384
H -0.710 -4.541 0.312  0.375
C 2.628 -3.206 -0.933  -1.277
H 2.408 -3.041 -1.995  0.210
H 3.009 -4.221 -0.778  0.550
H 3.380 -2.469 -0.620  0.277
C 1.659 -3.633 1.699  -1.188
H 2.175 -4.598 1.559  0.522
H 0.778 -3.772 2.346  0.313
H 2.343 -2.917 2.187  0.316
F 1.703 -1.283 5.067  -0.263
C 0.706 -0.996 4.213  0.493
F -0.052 -2.131 4.055  -0.231
F -0.097 -0.081 4.848  -0.315
C 1.285 -0.496 2.844  -0.697
O 2.499 -0.369 2.791  -0.664
O 0.414 -0.336 1.890  1.167

Output
* largest force on an atom: 7.16 eV/Å
* energy above the lowest of the compared OMol25 structures with the same formula, charge and spin: 56.7 kcal per mole
* E: -2181.85872 a.u.
* net charge: +1
* orbital gap: 5.11 eV
* HOMO level: -0.361 hartree

Record 4
Here is a molecular structure, C26H45N3O4SSi at a distorted geometry from OMol25. Energies are from wB97M-V/def2-TZVPD.

Each line ends with the Mulliken charge.
Cartesian coordinates (Å):
C 4.119 -5.224 0.275  -0.918
C 3.634 -4.956 -1.195  0.678
O 2.649 -5.525 -1.599  -0.510
O 4.366 -4.026 -1.955  -0.417
C 3.574 -2.832 -2.192  -0.479
C 2.899 -2.243 -0.892  -0.722
C 2.242 -0.817 -1.253  -0.755
C 0.846 -0.729 -0.499  0.612
C 0.651 0.242 0.681  0.423
C 1.796 1.162 1.209  -0.967
C 2.245 2.293 0.197  -0.577
C 1.279 3.540 0.155  -0.869
N 1.173 4.229 1.480  -0.402
C -0.677 0.296 1.318  -0.539
O -0.898 1.193 2.362  -0.223
C -0.630 0.600 3.654  -0.751
C -1.473 1.438 4.723  0.633
C -1.738 0.455 5.974  -1.435
C -0.682 2.677 5.299  -1.147
C -0.607 3.953 4.349  1.211
C -1.764 4.071 3.280  -1.188
C -0.763 5.232 5.316  -1.407
C -1.808 -0.569 0.837  0.865
N -3.114 -0.664 1.281  -0.599
S -3.915 -1.780 0.333  0.082
N -2.715 -2.290 -0.718  -0.595
C -1.635 -1.534 -0.327  0.764
C -0.256 -1.565 -0.974  0.234
C -0.128 -2.546 -2.211  -0.425
C -0.524 -1.664 -3.495  -0.477
O -1.936 -1.701 -3.747  -0.232
Si -2.334 -1.583 -5.407  0.460
C -4.180 -2.115 -5.536  -0.997
C -1.367 -2.766 -6.543  -1.038
C -2.248 0.176 -6.125  -0.986
H 4.957 -4.503 0.496  0.292
H 4.546 -6.270 0.329  0.327
H 3.309 -5.064 1.030  0.274
H 2.853 -3.018 -3.036  0.247
H 4.300 -2.048 -2.562  0.337
H 3.696 -2.031 -0.128  0.451
H 2.067 -2.878 -0.489  0.406
H 1.998 -0.756 -2.358  0.253
H 2.927 0.001 -0.922  0.467
H 1.475 1.679 2.163  -0.047
H 2.666 0.501 1.514  0.486
H 2.324 1.916 -0.866  0.323
H 3.274 2.653 0.478  0.341
H 0.270 3.245 -0.241  0.274
H 1.701 4.310 -0.565  0.427
H 0.819 5.168 1.248  0.249
H 2.139 4.384 1.804  0.226
H 0.466 0.562 3.905  0.176
H -1.081 -0.439 3.684  0.421
H -2.490 1.673 4.316  0.378
H -2.751 -0.023 5.886  0.337
H -1.791 1.115 6.893  0.402
H -0.897 -0.267 6.147  0.321
H 0.390 2.324 5.442  0.125
H -1.022 3.007 6.322  0.270
H 0.419 4.062 3.886  -0.045
H -2.757 3.666 3.618  0.289
H -1.434 3.669 2.282  -0.021
H -1.933 5.182 3.110  0.410
H 0.146 5.404 5.953  0.322
H -1.019 6.170 4.756  0.384
H -1.660 5.001 5.971  0.331
H -0.823 -3.416 -2.073  0.580
H 0.916 -2.930 -2.351  -0.429
H 0.125 -1.942 -4.372  0.238
H -0.274 -0.594 -3.213  0.215
H -4.426 -2.219 -6.631  0.283
H -4.342 -3.090 -5.002  0.262
H -4.861 -1.327 -5.113  0.288
H -1.741 -2.595 -7.593  0.358
H -0.282 -2.469 -6.536  0.328
H -1.522 -3.844 -6.264  0.258
H -1.240 0.672 -6.044  0.304
H -3.049 0.848 -5.695  0.280
H -2.470 0.084 -7.232  0.295

Output
* largest force on an atom: 3.61 eV/Å
* E: -2170.51818 a.u.
* orbital gap: 7.55 eV
* HOMO level: -0.299 hartree

Record 5
Here is a molecular structure, C26H45N3P2Pt at a distorted geometry from OMol25. Energies are from wB97M-V/def2-TZVPD.

Each line ends with the Mulliken charge.
Cartesian coordinates (Å):
Pt 0.066 -0.362 -2.021  1.226
C -2.713 1.900 1.085  0.126
C -2.991 0.997 0.012  0.815
C -2.837 -0.226 1.941  0.450
C -2.624 1.141 2.278  0.695
C -3.040 -0.320 0.537  0.476
C -2.586 3.362 0.954  -1.565
H -2.196 3.625 -0.036  0.333
H -1.915 3.772 1.717  0.382
H -3.561 3.861 1.064  0.324
C -2.370 1.642 3.644  -1.602
H -2.476 2.727 3.677  0.417
H -1.366 1.383 4.002  0.185
H -3.081 1.199 4.349  0.467
C -2.842 -1.353 2.891  -1.292
H -3.438 -2.184 2.507  0.481
H -3.274 -1.041 3.846  0.363
H -1.825 -1.717 3.083  0.000
C -3.249 -1.566 -0.232  -1.353
H -4.094 -1.464 -0.914  0.359
H -3.452 -2.408 0.430  0.349
H -2.369 -1.810 -0.839  -0.009
C -3.137 1.388 -1.400  -1.055
H -3.855 2.211 -1.521  0.428
H -3.484 0.538 -1.996  0.384
H -2.171 1.735 -1.796  -0.271
C 1.806 0.550 -2.330  0.295
C 0.701 1.453 -2.430  -0.119
C -0.198 1.733 -3.607  -0.996
C -1.121 0.577 -4.161  -0.754
C -0.728 -0.796 -3.779  0.075
C 0.554 -1.425 -3.608  -0.935
C 1.860 -1.073 -4.233  -0.823
C 2.613 0.051 -3.503  -0.724
H 0.314 2.112 -4.495  0.449
H -1.260 0.643 -5.253  0.442
H -0.894 2.524 -3.291  0.433
H 2.836 0.860 -4.211  0.316
H 2.418 0.736 -1.441  -0.324
H 0.637 2.140 -1.593  0.107
H 3.616 -0.307 -3.193  0.366
H 2.471 -1.972 -4.191  0.380
H 0.414 -2.506 -3.494  0.643
H 1.870 -0.867 -5.298  0.339
H -2.147 0.707 -3.770  0.148
H -1.499 -1.536 -4.008  0.529
P 1.974 3.308 0.981  0.929
C 1.268 3.230 2.679  -0.769
H 1.411 4.159 3.240  0.431
H 1.693 2.388 3.239  0.409
H 0.192 3.037 2.576  -0.018
C 3.418 2.167 1.126  -0.874
H 4.351 2.709 1.333  0.430
H 3.501 1.629 0.171  0.201
H 3.198 1.437 1.918  0.326
C 2.826 4.942 1.044  -1.334
H 3.389 5.138 0.124  0.397
H 3.525 4.953 1.884  0.449
H 2.108 5.761 1.153  0.403
P 1.449 -4.405 0.577  0.480
C -0.282 -4.690 0.934  -0.671
H -0.288 -5.708 1.359  0.447
H -0.917 -4.588 0.032  0.329
H -0.629 -3.935 1.657  0.112
C 2.384 -5.426 -0.563  -0.967
H 2.081 -5.416 -1.623  0.330
H 2.268 -6.414 -0.093  0.374
H 3.436 -5.097 -0.577  0.351
C 2.475 -3.900 1.940  -0.732
H 2.481 -4.933 2.343  0.382
H 1.950 -3.168 2.572  0.126
H 3.454 -3.510 1.576  0.330
N 1.178 -0.520 0.356  -0.627
C 0.854 -0.820 1.448  0.249
N 0.405 -1.323 2.537  -0.334
C 0.663 -0.927 3.763  0.567
N 0.798 -0.713 4.915  -0.688

Output
* spin multiplicity: 5
* largest force on an atom: 9.22 eV/Å
* E: -1983.07841 a.u.
* net charge: +2
* orbital gap (alpha / beta): 5.77 / 1.95 eV
* HOMO level (alpha / beta): -0.424 / -0.421 hartree